Entry 1:
C4H13NO3Si2 in the gas phase. Source: OMol25; level of theory: the ωB97M-V functional and the def2-TZVPD basis.

CARTESIAN COORDINATES (ANGSTROEM)
1 C -1.84 2.11 1.05
2 N -0.78 2.25 0.03
3 C -1.24 1.81 -1.29
4 C 0.39 1.62 0.46
5 O 0.80 1.84 1.54
6 C 1.18 0.69 -0.44
7 Si 0.68 -1.11 -0.30
8 O 1.27 -1.90 -1.66
9 O 1.39 -1.85 1.02
10 Si 1.05 -3.51 1.04
11 H -1.81 2.95 1.72
12 H -1.71 1.19 1.61
13 H -2.80 2.11 0.54
14 H -2.11 2.40 -1.54
15 H -1.58 0.77 -1.32
16 H -0.53 2.00 -2.07
17 H 2.22 0.78 -0.15
18 H 1.13 0.98 -1.48
19 H -0.77 -1.31 -0.17
20 H 2.23 -1.78 -1.63
21 H 0.71 -3.98 2.39
22 H 2.19 -4.30 0.53
23 H -0.09 -3.76 0.14

total energy: -27749.6278 eV
E_HOMO: -9.52 eV
Kohn-Sham gap: 10.16 eV
relative energy (zero: lowest compared OMol25 entry of this formula, charge and spin): 0.000 eV
M: 179.32 g/mol

natural (NBO) population analysis, charges in e, atoms 1 to 2:
1. C -0.41
2. N -0.45


Entry 2:
A 4-piece molecular cluster, C18H41N4O8 overall. Source: OMol25; level of theory: the ωB97M-V functional and the def2-TZVPD basis.

CARTESIAN COORDINATES (ANGSTROEM)
1 C 1.37 5.57 -2.88
2 C 0.89 4.11 -3.04
3 O 0.73 3.70 -4.14
4 O 0.58 3.25 -1.98
5 C 1.51 3.35 -0.90
6 N 2.91 3.38 -1.35
7 C 3.75 4.33 -0.97
8 N 5.07 4.38 -1.42
9 C 5.55 5.49 -0.80
10 N 4.64 6.11 -0.01
11 C 4.88 7.33 0.77
12 N 3.51 5.37 -0.12
13 H 1.68 5.85 -1.85
14 H 2.27 5.70 -3.53
15 H 0.62 6.31 -3.25
16 H 1.38 2.42 -0.28
17 H 1.23 4.20 -0.23
18 H 3.23 2.66 -1.99
19 H 6.55 5.95 -0.88
20 H 5.78 7.82 0.32
21 H 4.03 8.03 0.59
22 H 4.97 7.15 1.86
23 H 2.67 5.62 0.40
24 C 2.53 -0.73 -0.49
25 O 1.17 -0.41 -0.27
26 C 0.50 0.01 -1.46
27 C -0.36 -1.10 -2.02
28 O 0.43 -2.19 -2.50
29 C 0.44 -3.29 -1.60
30 H 2.91 -1.23 0.40
31 H 2.65 -1.41 -1.34
32 H 3.11 0.18 -0.66
33 H 1.23 0.36 -2.21
34 H -0.14 0.85 -1.19
35 H -0.92 -0.71 -2.88
36 H -1.09 -1.45 -1.28
37 H -0.53 -3.80 -1.62
38 H 0.67 -2.97 -0.58
39 H 1.21 -3.99 -1.93
40 C -1.15 -2.95 5.43
41 O -1.83 -2.84 4.19
42 C -1.21 -1.93 3.30
43 C -0.40 -2.64 2.24
44 O 0.73 -3.30 2.80
45 C 0.53 -4.70 2.93
46 H -1.55 -3.80 5.97
47 H -0.08 -3.10 5.29
48 H -1.32 -2.05 6.03
49 H -0.58 -1.21 3.85
50 H -2.01 -1.36 2.82
51 H -0.02 -1.90 1.53
52 H -1.03 -3.35 1.68
53 H 0.56 -5.18 1.95
54 H -0.42 -4.93 3.43
55 H 1.34 -5.10 3.54
56 C -5.31 -2.66 1.27
57 O -5.99 -2.56 0.03
58 C -5.38 -1.64 -0.86
59 C -4.57 -2.36 -1.93
60 O -3.44 -3.02 -1.37
61 C -3.65 -4.42 -1.23
62 H -5.71 -3.52 1.81
63 H -4.23 -2.82 1.13
64 H -5.47 -1.76 1.87
65 H -4.75 -0.93 -0.31
66 H -6.18 -1.08 -1.34
67 H -4.19 -1.62 -2.64
68 H -5.20 -3.06 -2.48
69 H -3.62 -4.90 -2.22
70 H -4.60 -4.65 -0.74
71 H -2.84 -4.82 -0.63

total energy: -41660.1189 eV
E_HOMO: -10.60 eV
Kohn-Sham gap: 7.29 eV
M: 441.55 g/mol
net charge: +1

Mulliken population analysis, charges in e, atoms 1 to 2:
1. C -0.68
2. C 0.57